No. 1
{
  "formula": "C23H40N4O9",
  "method": "ωB97M-V/def2-TZVPD",
  "de_lowest_ev": 0.000,
  "max_force_ev_per_a": 6.53,
  "e_tot_ha": -1796.36574,
  "smiles": "C#CCC1=C(OCCOCC)C(=O)OC1=O.CNC(C)=O.CNC(C)=O.CNC(C)=O.CNC(C)=O",
  "homo_energy_ha": -0.324,
  "symbols": ["C", "C", "C", "C", "C", "O", "C", "C", "O", "C", "C", "C", "O", "O", "C", "O", "H", "H", "H", "H", "H", "H", "H", "H", "H", "H", "H", "H", "C", "C", "O", "N", "C", "H", "H", "H", "H", "H", "H", "H", "C", "C", "O", "N", "C", "H", "H", "H", "H", "H", "H", "H", "C", "C", "O", "N", "C", "H", "H", "H", "H", "H", "H", "H", "C", "C", "O", "N", "C", "H", "H", "H", "H", "H", "H", "H"],
  "coordinates": [[-0.32236, -1.61365, -0.90110], [-0.17505, -0.31679, -0.89674], [0.38752, 1.18998, -0.75252], [-0.15208, 2.07583, -1.99715], [-0.95250, 3.26863, -1.95923], [-1.48240, 3.93259, -0.80904], [-2.37143, 3.07699, -0.03277], [-3.50120, 2.31517, -0.88421], [-4.40933, 3.19618, -1.59524], [-5.72897, 2.61528, -1.75477], [-5.73474, 1.08909, -2.29536], [-1.22820, 3.87069, -3.44306], [-1.80967, 4.92741, -3.78347], [-0.57588, 2.88808, -4.29153], [0.10008, 1.81856, -3.58640], [0.74070, 0.83288, -4.05721], [-0.56965, -2.70650, -1.23075], [1.54941, 1.21857, -0.82772], [0.13470, 1.66740, 0.26232], [-1.84601, 2.29660, 0.62483], [-2.93770, 3.78438, 0.69953], [-4.11469, 1.66167, -0.13719], [-3.07569, 1.55405, -1.65654], [-6.38321, 2.70459, -0.80130], [-6.26240, 3.24698, -2.57519], [-5.75146, 0.40199, -1.36193], [-6.74177, 0.90987, -2.84221], [-4.84491, 0.83067, -2.97980], [0.16840, -5.76326, -2.96100], [0.08760, -5.59172, -1.46798], [-0.84866, -5.00964, -0.92758], [1.09397, -6.10515, -0.71263], [2.27451, -6.81887, -1.15568], [-0.70387, -5.30233, -3.42723], [1.06556, -5.27358, -3.34674], [0.17606, -6.82538, -3.21651], [0.96969, -5.95074, 0.27879], [2.27025, -7.80620, -0.68823], [3.15322, -6.26709, -0.81810], [2.30912, -6.92989, -2.23884], [7.10706, -6.69990, 0.51910], [6.02875, -6.67126, -0.52989], [4.83733, -6.65037, -0.24052], [6.40963, -6.66895, -1.83655], [7.75071, -6.69089, -2.37830], [6.64993, -6.69844, 1.50972], [7.70623, -7.60761, 0.41638], [7.74087, -5.81457, 0.42965], [5.63105, -6.64904, -2.48127], [7.88513, -5.79896, -2.99407], [7.85074, -7.57808, -3.00735], [8.51117, -6.71140, -1.59966], [2.61721, -0.21384, 4.13856], [1.46679, 0.22651, 3.27397], [1.08903, -0.42680, 2.31070], [0.83914, 1.39413, 3.59194], [1.13241, 2.30105, 4.67994], [3.01364, -1.15787, 3.76183], [3.41504, 0.53205, 4.10988], [2.27747, -0.36692, 5.16562], [0.07795, 1.62312, 2.96732], [0.23956, 2.38733, 5.30319], [1.36802, 3.27955, 4.25546], [1.96768, 1.95993, 5.28908], [-2.50612, 7.11107, 2.15277], [-3.83279, 6.40783, 2.25090], [-3.95320, 5.20929, 2.02805], [-4.92203, 7.14556, 2.59989], [-4.98726, 8.55892, 2.90026], [-1.73539, 6.39401, 1.86579], [-2.55147, 7.89271, 1.39100], [-2.23633, 7.53965, 3.12090], [-5.77503, 6.60459, 2.64479], [-5.37081, 8.67507, 3.91633], [-5.68337, 9.02544, 2.19981], [-4.01571, 9.04375, 2.82228]],
  "atomic_forces_ev_per_a": [[0.2, 5.7, -1.2], [0.7, -4.9, 0.5], [-0.1, -0.7, -1.4], [-1.8, 2.8, -0.9], [1.1, -1.6, 0.4], [0.6, -2.1, -2.2], [-2.3, -0.1, 0.9], [-0.1, -1.2, 0.2], [-0.2, -1.0, 0.8], [-0.9, -0.1, -1.4], [-0.7, 0.0, 0.9], [-0.5, 1.4, 1.2], [3.0, -5.4, 1.1], [0.2, 0.0, 0.3], [1.2, -2.6, 1.7], [-3.3, 5.4, 1.4], [0.5, 2.5, 1.2], [-2.1, -0.5, 0.1], [0.1, -0.8, -1.8], [-0.4, 1.0, -1.2], [1.2, -1.0, -1.4], [1.2, 1.2, -1.0], [-0.3, 1.3, 1.4], [1.3, -0.2, -1.3], [1.1, -0.9, 1.5], [0.3, 0.9, -1.8], [1.8, 0.3, 0.8], [-1.5, 0.5, 1.1], [-0.1, 0.1, -0.2], [0.0, 0.0, 0.7], [0.0, 0.1, -0.3], [-0.8, 0.2, -0.6], [-0.1, 0.4, 0.5], [0.1, 0.0, 0.2], [0.0, -0.2, -0.1], [0.2, 0.1, -0.1], [0.1, 0.0, -0.2], [0.3, -0.1, -0.2], [-0.5, -0.4, -0.4], [-0.2, 0.0, 0.1], [0.0, 0.0, 0.2], [-0.4, 0.0, -0.2], [1.2, -0.1, 0.3], [-0.1, 0.0, 0.6], [-0.3, 0.0, -0.4], [-0.1, 0.0, -0.2], [0.1, 0.2, 0.0], [0.1, -0.2, 0.0], [0.1, 0.0, 0.1], [0.3, -0.1, 0.0], [0.3, 0.1, 0.0], [-0.2, 0.0, 0.0], [0.1, -0.1, 0.1], [-0.4, -0.2, -0.6], [0.2, 0.2, 0.3], [0.3, -0.3, 0.0], [-0.4, 0.2, -0.3], [-0.2, 0.2, 0.0], [0.0, 0.0, 0.2], [0.2, 0.1, 0.0], [0.1, 0.0, 0.2], [0.2, 0.1, 0.2], [0.1, 0.1, 0.3], [-0.1, 0.0, -0.1], [0.2, 0.0, 0.0], [-0.4, -0.4, -0.1], [0.1, 0.2, 0.1], [0.5, -0.3, -0.1], [-0.4, -0.2, 0.0], [-0.2, 0.0, 0.0], [0.1, 0.1, 0.2], [0.0, 0.1, -0.1], [0.1, 0.1, 0.0], [0.1, 0.3, 0.0], [0.1, 0.3, 0.1], [-0.1, -0.2, 0.0]]
}

***

No. 2
{
  "formula": "C23H41AuF5OP2Te",
  "method": "ωB97M-V/def2-TZVPD",
  "de_lowest_ev": 0.000,
  "total_charge": 1,
  "max_force_ev_per_a": 2.62,
  "e_tot_ha": -2561.61428,
  "homo_energy_ha": [-0.383, -0.383],
  "spin_multiplicity": 3,
  "symbols": ["Au", "C", "C", "C", "C", "C", "C", "H", "H", "H", "C", "H", "H", "H", "C", "H", "H", "H", "C", "H", "H", "H", "C", "H", "H", "H", "C", "C", "C", "C", "C", "C", "C", "C", "H", "H", "H", "H", "H", "H", "H", "H", "H", "H", "H", "H", "P", "C", "C", "P", "C", "C", "C", "H", "H", "H", "H", "H", "H", "H", "H", "H", "H", "H", "H", "H", "H", "F", "Te", "F", "F", "F", "F", "O"],
  "coordinates": [[-1.53205, -0.19094, 1.42016], [-0.89251, -3.26136, 1.13755], [-0.67747, -2.19709, 2.10244], [-2.90342, -2.91591, 2.20752], [-2.25821, -3.61778, 1.16551], [-1.95031, -2.03306, 2.84439], [0.14214, -4.01397, 0.40027], [1.11167, -3.50854, 0.43988], [-0.14651, -4.13947, -0.65646], [0.25477, -5.01837, 0.85084], [-2.88475, -4.65853, 0.30296], [-2.23293, -4.91961, -0.53729], [-3.84317, -4.30631, -0.10407], [-3.08793, -5.57959, 0.87360], [-4.33345, -3.08509, 2.55223], [-4.59898, -4.12506, 2.83431], [-4.93205, -2.78955, 1.66906], [-4.57732, -2.41269, 3.38142], [-2.05409, -1.54355, 4.25227], [-2.73899, -2.17369, 4.84415], [-2.43839, -0.51109, 4.25506], [-1.07363, -1.55467, 4.76311], [0.64181, -1.83762, 2.65537], [0.88350, -2.41244, 3.56541], [0.60718, -0.76567, 2.88886], [1.42517, -2.00894, 1.90317], [0.62775, -1.42749, -2.95376], [1.33213, -2.24581, -2.16302], [2.43361, -1.83685, -1.23489], [3.27692, -0.55345, -1.55839], [2.90863, 0.60101, -0.76460], [1.67813, 1.34978, -0.85890], [0.50164, 0.83586, -1.74189], [0.76594, 0.07161, -3.04867], [3.15285, -2.67894, -1.16429], [3.26983, -0.33368, -2.64402], [1.99203, -1.69370, -0.22814], [1.74388, 0.36569, -3.45493], [-0.16573, -1.84625, -3.58152], [1.23522, -3.34455, -2.31769], [-0.01695, 0.42224, -3.76406], [-0.12296, 0.22053, -1.08750], [1.25501, 1.52275, 0.14878], [-0.15163, 1.68906, -2.01250], [4.32703, -0.78192, -1.27434], [3.51981, 0.79825, 0.12934], [2.17728, 3.02926, -1.27814], [2.17205, 3.02580, -3.06903], [3.77561, 3.67899, -0.75302], [0.03819, 3.74792, 0.94713], [0.93160, 4.16622, -0.65346], [1.44334, 4.24294, 2.06612], [-0.71581, 5.43395, 1.14673], [1.13622, 3.03245, -3.43297], [2.73777, 2.17176, -3.47222], [2.68731, 3.95225, -3.33553], [3.91240, 4.63532, -1.29047], [4.59251, 3.00393, -1.05087], [3.82563, 3.87263, 0.32812], [0.00876, 6.20553, 0.84630], [-0.96143, 5.55326, 2.21159], [-1.61735, 5.51940, 0.53197], [0.18614, 4.29553, -1.45147], [1.44541, 5.13653, -0.54332], [0.99122, 4.58643, 3.00634], [2.02830, 5.07276, 1.63859], [2.09850, 3.38647, 2.25903], [-4.11691, -1.21240, -0.09391], [-3.17401, -0.42320, -1.55333], [-2.31447, 0.23435, -3.12682], [-4.55223, 0.85988, -1.76491], [-1.86567, -1.83275, -1.48289], [-4.14760, -1.62681, -2.65372], [-2.19599, 0.69800, -0.41259]],
  "atomic_forces_ev_per_a": [[-0.7, -1.5, -0.7], [-1.4, -0.2, 0.1], [-2.1, 0.4, 1.4], [0.3, -0.9, -1.3], [0.4, 0.2, 0.8], [2.4, 0.1, -1.0], [0.3, 0.0, -0.3], [-0.2, -0.2, -0.1], [0.1, 0.0, 0.4], [0.0, 0.3, -0.2], [-0.3, -0.1, -0.1], [-0.2, 0.0, 0.1], [0.2, -0.1, 0.1], [0.0, 0.2, -0.2], [-0.3, 0.3, 0.1], [0.2, 0.5, -0.2], [0.1, -0.2, 0.4], [-0.2, -0.2, -0.1], [-0.1, 0.4, 0.5], [0.2, 0.3, -0.3], [0.1, -0.4, 0.4], [-0.4, 0.1, -0.3], [0.8, 0.4, 0.3], [0.0, 0.1, -0.3], [0.6, -0.4, 0.3], [-0.1, 0.1, 0.4], [0.1, -0.5, 0.2], [0.1, -0.2, -1.4], [0.4, -0.2, 0.4], [1.0, -1.1, -0.6], [1.0, -0.1, 1.2], [-1.0, 0.4, 0.6], [-0.3, 0.6, 0.2], [-0.4, 0.5, -0.5], [-0.4, 0.4, 0.1], [0.1, -0.4, 0.5], [0.3, -0.1, -0.3], [-0.5, -0.2, -0.2], [0.4, 0.0, 0.2], [-0.3, 1.0, 0.4], [0.8, -0.3, 0.4], [0.2, 0.1, -0.1], [0.0, -0.3, 0.0], [0.3, -0.3, 0.4], [-0.6, 0.0, -0.4], [-0.3, 0.0, -0.4], [-0.8, 0.2, -0.6], [0.4, 0.6, -0.1], [0.4, -0.2, 0.0], [0.7, 1.2, 0.3], [-0.1, 0.5, -0.6], [0.1, -0.5, 0.0], [-0.3, -0.3, -0.4], [0.4, -0.1, 0.0], [-0.2, 0.4, 0.2], [-0.2, -0.1, -0.5], [-0.1, -0.4, 0.3], [-0.3, 0.2, 0.1], [-0.1, -0.2, -0.3], [-0.3, -0.2, 0.2], [-0.1, 0.0, -0.4], [0.1, 0.1, 0.2], [0.0, -0.1, 0.2], [-0.3, -0.2, 0.0], [0.3, -0.2, -0.1], [-0.2, -0.2, 0.2], [0.0, 0.2, 0.2], [0.4, 0.3, -0.9], [0.3, 0.2, 0.7], [-0.7, -0.5, 1.0], [0.8, -1.0, -0.1], [-1.0, 0.9, 0.0], [0.7, 1.1, 0.8], [-0.8, -0.4, -1.1]]
}